This record from OMol25 describes a structure of composition C42H51Cl5N3O5PPbS5Si2Te2 in a non-equilibrium geometry. The level of theory is wB97M-V/def2-TZVPD.

Properties
Orbital gap (alpha / beta), eV: 4.6 / 4.5
Max |F|, hartree/bohr: 0.03128
Total charge: -2
Energy above the lowest of the compared OMol25 structures with the same formula, charge and spin, kJ/mol: 322.7

Structure (XYZ):
```
117
C42H51Cl5N3O5PPbS5Si2Te2 | OMol25 | wB97M-V/def2-TZVPD
Pb 0.215 0.179 0.624
Cl -5.016 1.145 0.371
C -4.446 -0.453 0.075
C -5.363 -1.485 0.024
C -4.932 -2.758 -0.273
Cl -6.118 -4.026 -0.411
C -3.582 -3.038 -0.517
C -3.089 -4.311 -0.866
C -1.754 -4.470 -1.129
C -0.916 -3.354 -1.017
N -1.343 -2.158 -0.693
C -2.640 -1.967 -0.447
C -3.066 -0.612 -0.166
O -2.267 0.367 -0.213
H -6.410 -1.278 0.189
H -3.777 -5.142 -0.940
H -1.354 -5.430 -1.427
H 0.142 -3.438 -1.229
S -1.298 -1.394 2.636
S -0.466 -0.697 4.336
S -0.208 1.352 4.103
S 1.270 1.529 2.701
C -2.298 4.619 -1.314
C -1.900 5.187 0.034
O -0.505 5.122 0.253
P 0.061 3.771 1.007
O -0.478 2.574 0.327
Te 2.364 4.282 1.124
O -0.712 3.886 2.432
C -0.281 4.831 3.377
C -1.322 4.897 4.485
H -3.349 4.826 -1.507
H -2.140 3.544 -1.308
H -1.687 5.062 -2.097
H -2.430 4.647 0.826
H -2.163 6.253 0.091
H -0.150 5.813 2.894
H 0.692 4.520 3.784
H -2.288 5.170 4.063
H -1.036 5.630 5.238
H -1.407 3.917 4.949
C 5.494 1.423 -1.055
Si 4.050 0.253 -0.520
C 4.445 -1.395 -1.452
C 4.440 0.029 1.337
C 2.326 0.911 -0.863
Si 1.805 1.237 -2.647
C 1.085 -0.317 -3.502
C 0.496 2.610 -2.757
C 3.223 1.821 -3.823
H 6.452 1.038 -0.710
H 5.367 2.415 -0.630
H 5.552 1.531 -2.132
H 4.688 -2.208 -0.771
H 5.290 -1.277 -2.125
H 3.602 -1.708 -2.059
H 5.297 -0.618 1.513
H 3.595 -0.382 1.871
H 4.649 0.996 1.781
H 2.219 1.845 -0.306
H 0.258 -0.717 -2.923
H 1.834 -1.097 -3.613
H 0.709 -0.078 -4.494
H -0.298 2.365 -2.060
H 0.050 2.703 -3.746
H 0.900 3.576 -2.465
H 3.962 1.042 -3.981
H 3.729 2.685 -3.405
H 2.830 2.106 -4.796
Te -2.824 0.882 -2.721
C -2.825 1.736 -4.670
C -2.509 0.933 -5.761
C -2.523 1.423 -7.051
C -2.848 2.750 -7.287
C -3.168 3.568 -6.214
C -3.157 3.062 -4.928
H -2.253 -0.103 -5.585
H -2.273 0.770 -7.880
H -2.844 3.144 -8.296
H -3.436 4.605 -6.386
H -3.408 3.705 -4.096
Cl -0.345 -6.178 6.050
C 0.281 -6.117 4.445
C -0.312 -5.297 3.496
C 0.202 -5.286 2.214
C 1.304 -6.061 1.861
C 1.870 -5.934 0.462
C 3.047 -4.926 0.470
N 2.677 -3.700 1.105
C 2.637 -3.437 2.451
C 2.019 -2.231 2.587
N 1.680 -1.763 1.359
C 2.082 -2.651 0.496
O 2.360 -7.156 -0.053
C 1.441 -7.862 -0.850
C 1.293 -7.269 -2.223
C 0.155 -7.349 -2.979
Cl -1.302 -8.133 -2.524
S 0.333 -6.599 -4.535
C 1.961 -6.174 -4.152
C 2.323 -6.587 -2.909
C 1.891 -6.853 2.844
Cl 3.300 -7.800 2.516
C 1.380 -6.898 4.131
H -1.144 -4.657 3.746
H -0.256 -4.643 1.476
H 1.078 -5.536 -0.189
H 3.329 -4.718 -0.565
H 3.894 -5.383 0.985
H 3.038 -4.114 3.176
H 1.781 -1.685 3.476
H 2.013 -2.536 -0.564
H 0.460 -7.930 -0.358
H 1.859 -8.873 -0.926
H 2.541 -5.638 -4.874
H 3.295 -6.428 -2.482
H 1.851 -7.519 4.878
```

***

This record from OMol25 describes a structure of composition C42H51N10O2PTl. The level of theory is wB97M-V/def2-TZVPD.

Properties
Orbital gap, eV: 7.0
Max |F|, hartree/bohr: 0.01411
Total charge: +1
Energy above the lowest of the compared OMol25 structures with the same formula, charge and spin, kJ/mol: 72.6

Structure (XYZ):
```
107
C42H51N10O2PTl | OMol25 | wB97M-V/def2-TZVPD
Tl 0.212 -0.529 0.399
O -2.157 -3.024 3.178
C -1.760 -2.283 2.284
N -0.513 -1.842 2.094
C 0.461 -1.982 3.087
C 0.202 -2.156 4.452
C 1.240 -2.129 5.362
C 2.548 -1.925 4.932
C 2.816 -1.763 3.588
C 1.777 -1.805 2.656
N 1.969 -1.556 1.276
C 3.114 -2.006 0.716
O 3.843 -2.850 1.227
C 3.546 -1.472 -0.632
C 4.757 -1.933 -1.147
C 5.219 -1.398 -2.334
C 4.471 -0.406 -2.954
C 3.286 -0.016 -2.359
N 2.812 -0.547 -1.232
C -2.782 -1.822 1.264
C -4.060 -2.362 1.319
C -5.002 -1.932 0.406
C -4.635 -0.981 -0.534
C -3.339 -0.501 -0.517
N -2.422 -0.902 0.368
H -0.809 -2.348 4.778
H 1.034 -2.284 6.412
H 3.359 -1.916 5.646
H 3.828 -1.629 3.242
H 5.299 -2.684 -0.595
H 6.160 -1.726 -2.754
H 4.801 0.066 -3.868
H 2.691 0.780 -2.796
H -4.272 -3.098 2.080
H -6.005 -2.335 0.420
H -5.330 -0.622 -1.278
H -3.016 0.206 -1.263
C 0.671 4.212 0.559
N 0.878 2.984 -0.197
C 2.119 2.312 0.115
C -0.080 2.416 -0.955
N -0.026 1.108 -1.235
C -0.645 0.559 -2.400
C -1.011 1.304 -3.525
C -1.701 0.739 -4.585
C -2.052 -0.603 -4.546
C -1.592 -1.382 -3.502
C -0.812 -0.842 -2.484
N -0.185 -1.671 -1.541
C 0.462 -2.754 -1.969
N 0.878 -2.955 -3.249
C 1.140 -1.915 -4.222
C 0.870 -4.289 -3.832
N 0.747 -3.758 -1.113
C 1.992 -4.508 -1.187
C -0.101 -4.096 0.018
N -1.026 3.288 -1.415
C -2.439 2.987 -1.468
C -0.673 4.594 -1.943
H 0.947 4.033 1.599
H -0.369 4.520 0.534
H 1.303 5.010 0.168
H 2.872 3.071 0.330
H 2.442 1.712 -0.720
H 2.035 1.669 0.997
H -0.749 2.348 -3.572
H -1.976 1.356 -5.428
H -2.640 -1.045 -5.337
H -1.789 -2.446 -3.482
H 1.187 -0.947 -3.746
H 0.361 -1.888 -4.986
H 2.100 -2.122 -4.699
H 0.402 -4.998 -3.157
H 1.880 -4.633 -4.067
H 0.293 -4.257 -4.760
H 2.656 -4.057 -1.919
H 1.813 -5.551 -1.455
H 2.477 -4.477 -0.210
H -0.275 -5.175 0.009
H -1.054 -3.583 -0.080
H 0.365 -3.819 0.962
H -2.640 2.059 -0.948
H -2.803 2.904 -2.494
H -2.988 3.788 -0.970
H 0.406 4.695 -2.015
H -1.067 5.404 -1.326
H -1.097 4.695 -2.946
C -1.820 0.723 3.604
P -0.577 1.496 2.513
C 0.916 1.562 3.565
C -1.218 3.202 2.572
C -2.359 3.491 1.830
C -2.938 4.749 1.872
C -2.369 5.743 2.658
C -1.241 5.462 3.413
C -0.673 4.195 3.382
H -1.937 1.358 4.484
H -1.510 -0.264 3.918
H -2.777 0.658 3.087
H 0.660 1.697 4.617
H 1.561 2.382 3.249
H 1.474 0.633 3.475
H -2.809 2.712 1.230
H -3.831 4.957 1.300
H -2.811 6.729 2.690
H -0.802 6.229 4.035
H 0.206 3.998 3.978
```

***

This record from OMol25 describes a structure of composition C42H51N3O5PRuSiTe in a non-equilibrium geometry. The level of theory is wB97M-V/def2-TZVPD.

Properties
Orbital gap (alpha / beta), eV: 5.0 / 4.8
<S²>: 0.769
Max |F|, hartree/bohr: 0.09636
Spin multiplicity: 2
Total charge: +2
Energy above the lowest of the compared OMol25 structures with the same formula, charge and spin, kJ/mol: 334.1

Structure (XYZ):
```
105
C42H51N3O5PRuSiTe | OMol25 | wB97M-V/def2-TZVPD
Ru -0.380 0.227 0.008
C 2.098 -0.900 -1.028
C 1.459 -2.089 -0.689
C 1.265 -2.413 0.652
C 1.691 -1.542 1.649
C 2.286 -0.329 1.309
C 2.482 0.001 -0.032
H 2.365 -0.712 -2.055
H 1.182 -2.788 -1.467
H 0.853 -3.375 0.919
H 1.591 -1.824 2.689
H 2.680 0.313 2.089
H 3.020 0.899 -0.305
C -4.540 -0.718 2.768
C -4.208 -0.334 1.335
O -3.571 -1.399 0.639
P -1.963 -1.559 0.536
O -1.901 -2.946 -0.234
C -2.126 -2.984 -1.649
C -3.567 -3.348 -1.966
O -1.469 -1.975 2.018
C -1.444 -3.335 2.524
C -2.770 -3.814 3.079
H -5.032 0.115 3.262
H -3.631 -0.973 3.306
H -5.206 -1.576 2.787
H -3.560 0.550 1.317
H -5.126 -0.121 0.779
H -1.438 -3.741 -2.035
H -1.867 -2.005 -2.082
H -3.789 -4.346 -1.595
H -3.720 -3.326 -3.041
H -4.252 -2.646 -1.493
H -0.678 -3.311 3.304
H -1.129 -3.998 1.715
H -3.078 -3.225 3.937
H -2.651 -4.847 3.397
H -3.538 -3.775 2.312
C -4.362 3.603 -2.935
N -3.607 3.091 -1.820
C -3.651 3.620 -0.480
C -2.632 2.726 0.228
O -2.304 2.802 1.398
N -2.177 1.822 -0.665
C -2.756 2.065 -1.854
N -2.523 1.300 -2.912
H -5.072 4.344 -2.577
H -4.917 2.796 -3.414
H -3.701 4.071 -3.669
H -4.634 3.504 -0.011
H -3.375 4.676 -0.444
H -1.706 0.702 -2.840
H -2.863 1.551 -3.823
C 0.134 2.993 3.188
Te -0.497 1.001 2.629
C -2.100 1.391 4.034
C -1.713 2.604 4.826
C -2.441 2.974 5.949
C -2.091 4.107 6.663
C -1.002 4.870 6.263
C -0.272 4.504 5.148
C -0.626 3.376 4.419
H -0.102 3.673 2.367
H 1.211 3.013 3.356
H -2.210 0.511 4.671
H -3.037 1.571 3.507
H -3.281 2.376 6.269
H -2.661 4.389 7.535
H -0.719 5.745 6.827
H 0.578 5.097 4.840
O 0.216 0.776 -2.132
Si 0.896 1.580 -3.290
C 2.831 1.516 -3.483
C 3.408 0.609 -4.354
C 4.789 0.517 -4.428
C 5.584 1.336 -3.648
C 5.001 2.274 -2.816
C 3.619 2.370 -2.733
C 0.621 3.429 -2.915
C 0.345 3.746 -1.589
C 0.110 5.052 -1.206
C 0.196 6.070 -2.143
C 0.498 5.770 -3.459
C 0.714 4.456 -3.844
C 0.302 0.764 -4.917
C 0.480 1.365 -6.155
C 0.033 0.739 -7.308
C -0.571 -0.504 -7.233
C -0.745 -1.116 -6.004
C -0.306 -0.485 -4.853
H 2.799 -0.025 -4.976
H 5.233 -0.191 -5.110
H 6.659 1.247 -3.693
H 5.613 2.949 -2.238
H 3.177 3.114 -2.087
H 0.304 2.953 -0.841
H -0.125 5.278 -0.176
H 0.054 7.094 -1.835
H 0.567 6.554 -4.199
H 0.958 4.237 -4.873
H 0.982 2.316 -6.232
H 0.169 1.225 -8.262
H -0.887 -1.006 -8.135
H -1.214 -2.086 -5.939
H -0.415 -0.978 -3.897
```

***

This record from OMol25 describes a structure of composition C42H52GeN3O2P2Ti in a non-equilibrium geometry. The level of theory is wB97M-V/def2-TZVPD.

Properties
Orbital gap (alpha / beta), eV: 6.7 / 6.7
Max |F|, hartree/bohr: 0.03821
Total charge: +1
Energy above the lowest of the compared OMol25 structures with the same formula, charge and spin, kJ/mol: 94.4

Structure (XYZ):
```
103
C42H52GeN3O2P2Ti | OMol25 | wB97M-V/def2-TZVPD
Ti 0.655 -0.562 0.278
C 3.129 0.104 4.732
C 2.646 -0.455 3.393
C 2.897 -1.967 3.383
P 0.911 0.023 2.918
C -0.118 -0.110 4.436
C -1.388 0.732 4.352
C -0.428 -1.548 4.842
C 0.981 1.814 2.660
C 1.253 2.712 3.695
C 1.415 4.063 3.452
C 1.314 4.525 2.145
C 0.996 3.663 1.110
C 0.781 2.306 1.365
N 0.366 1.406 0.351
C 0.063 2.023 -0.909
C -1.061 2.829 -1.048
C -1.254 3.536 -2.224
C -0.332 3.443 -3.262
C 0.755 2.592 -3.144
C 0.944 1.850 -1.979
P 2.057 0.461 -1.718
C 2.228 -0.463 -3.302
C 3.254 0.054 -4.313
C 0.868 -0.649 -3.987
C 3.668 1.101 -1.130
C 4.208 2.302 -1.909
C 4.707 -0.008 -0.980
H 4.183 -0.148 4.859
H 2.592 -0.352 5.566
H 3.047 1.186 4.811
H 3.240 0.006 2.593
H 2.343 -2.463 4.180
H 3.955 -2.147 3.580
H 2.646 -2.450 2.445
H 0.524 0.340 5.201
H -2.073 0.358 3.598
H -1.185 1.780 4.136
H -1.901 0.681 5.315
H -1.126 -2.008 4.140
H -0.901 -1.547 5.825
H 0.453 -2.184 4.904
H 1.320 2.354 4.713
H 1.621 4.745 4.266
H 1.469 5.573 1.926
H 0.897 4.059 0.110
H -1.747 2.922 -0.215
H -2.122 4.174 -2.328
H -0.476 4.017 -4.167
H 1.450 2.497 -3.967
H 2.568 -1.450 -2.966
H 3.020 1.065 -4.645
H 3.235 -0.588 -5.196
H 4.274 0.051 -3.930
H 0.598 0.242 -4.552
H 0.052 -0.860 -3.296
H 0.940 -1.482 -4.688
H 3.404 1.456 -0.122
H 4.510 2.030 -2.919
H 5.089 2.696 -1.397
H 3.477 3.108 -1.974
H 5.037 -0.390 -1.948
H 4.341 -0.852 -0.393
H 5.586 0.396 -0.475
O 1.987 -1.938 0.416
N 1.918 -2.982 -0.390
N 0.908 -2.910 -1.128
O 0.111 -1.894 -1.067
C 0.588 -3.993 -2.077
C -0.603 -3.887 -2.761
C -0.918 -4.909 -3.649
C -0.054 -5.980 -3.816
C 1.136 -6.050 -3.100
C 1.475 -5.044 -2.209
H -1.265 -3.052 -2.589
H -1.846 -4.864 -4.202
H -0.307 -6.773 -4.507
H 1.805 -6.890 -3.231
H 2.390 -5.087 -1.638
Ge -1.893 -1.295 0.657
C -3.376 -0.835 1.818
C -4.182 0.267 1.528
C -5.306 0.553 2.291
C -5.650 -0.270 3.353
C -4.870 -1.381 3.643
C -3.747 -1.661 2.879
C -1.648 -3.235 0.877
C -2.498 -4.104 0.182
C -2.334 -5.479 0.234
C -1.302 -6.028 0.988
C -0.454 -5.190 1.694
C -0.631 -3.811 1.636
H -2.460 -1.204 -0.781
H -3.940 0.922 0.698
H -5.917 1.414 2.052
H -6.531 -0.055 3.944
H -5.146 -2.036 4.460
H -3.168 -2.548 3.111
H -3.309 -3.699 -0.415
H -3.009 -6.124 -0.314
H -1.168 -7.101 1.029
H 0.348 -5.607 2.291
H 0.056 -3.183 2.199
```

***

Q: The highest total charge belongs to which entry?
A: C42H51N3O5PRuSiTe

***

Q: total charge of number 4 (C42H52GeN3O2P2Ti)?
A: +1

***

Q: Which value of energy above the lowest of the compared OMol25 structures with the same formula, charge and spin does entry 1 give?
A: 322.7 kJ/mol

***

Q: Which of these has the lowest total charge?
A: C42H51Cl5N3O5PPbS5Si2Te2